65
Properties=species:S:1:pos:R:3:mulliken_charge:R:1 method="wB97M-V/def2-TZVPD" e_above_lowest_kcal_mol=0.0 e_homo_ev=-8.05 total_charge=0 orbital_gap_ev=8.7153 spin_multiplicity=1 e_lumo_ha=0.024
H -0.29 -0.63 1.60 0.62
C -2.02 -2.56 1.18 0.13
C 2.06 2.08 -1.32 0.26
C -3.94 2.23 -0.93 -0.32
C 2.63 3.71 0.22 -0.74
O -1.25 1.75 1.04 -0.68
H -2.91 2.17 -1.29 -0.10
C -0.71 -0.53 0.59 0.62
C 6.51 -1.09 0.57 -0.44
C -1.34 -1.84 0.21 -1.65
H 0.85 1.68 -3.03 0.44
H 3.78 0.85 2.63 0.41
H -2.58 -6.41 -0.46 0.27
C 0.09 0.57 -1.40 0.88
C 4.33 -0.51 1.10 0.88
H -5.12 2.40 1.92 0.40
H 2.27 -1.74 -1.29 0.63
O 4.72 -2.13 -0.67 -0.47
C -3.23 -5.59 -0.74 -1.49
H 1.91 0.35 -2.55 0.38
C 3.43 0.30 1.77 -1.30
O 5.63 -0.54 1.52 -0.47
C 1.71 -0.29 0.21 -1.55
H -3.82 4.40 -1.13 0.39
O -1.06 0.73 -1.77 -0.59
C -1.69 0.68 0.68 -0.06
S 3.80 2.09 -1.37 -0.13
H 7.46 -1.26 1.08 0.35
H -0.78 -1.81 -1.86 0.42
C 3.86 3.33 -0.18 -0.41
C 1.27 1.15 -2.17 -1.38
C 5.93 -2.39 0.01 -0.48
C 2.58 -1.15 -0.44 -0.05
H 0.55 3.14 -0.23 0.60
H -1.85 -3.93 -2.40 0.35
H -4.98 0.76 0.32 0.56
H -3.15 -0.50 0.00 0.24
C -4.10 2.34 1.52 -1.04
C 2.12 0.40 1.34 -0.17
N 0.39 -0.13 -0.28 1.21
H 6.60 -2.85 -0.72 0.35
C -2.58 -4.28 -0.42 1.16
H 2.45 4.47 0.95 0.44
H -2.60 3.75 0.90 0.01
C -4.06 1.36 0.34 -0.05
C 3.89 -1.27 0.00 0.17
H -3.15 -4.31 1.65 0.39
H -5.34 3.80 -0.45 0.30
H -4.60 1.88 -1.72 0.43
C 1.59 3.00 -0.43 -0.35
H 6.66 -0.38 -0.26 0.26
H -2.07 -2.18 2.19 0.47
H -3.44 2.03 2.33 0.32
H -4.17 -5.70 -0.20 0.39
C -4.26 3.65 -0.48 -0.81
C -1.90 -3.55 -1.39 -1.19
H 4.82 3.70 0.13 0.49
C -2.63 -3.76 0.88 -0.93
N -2.98 0.38 0.45 0.19
C -3.69 3.69 0.94 -0.27
C -1.29 -2.35 -1.08 0.02
H 1.43 1.06 1.84 0.60
H -3.43 -5.67 -1.81 0.37
H 5.75 -3.09 0.84 0.27
H -4.07 4.53 1.52 0.46

***

42
Properties=species:S:1:pos:R:3:mulliken_charge:R:1 method="wB97M-V/def2-TZVPD" e_homo_ev="-14.07 / -14.05" total_charge=+2 orbital_gap_ev="4.2222 / 4.1999" spin_multiplicity=1 e_lumo_ha="-0.362 / -0.362"
C -3.16 1.76 2.59 -0.16
C -0.56 -3.58 -3.07 -0.80
H -3.39 -1.22 5.10 0.39
C -3.16 0.43 2.08 0.03
Pb 0.09 0.00 -0.55 0.90
H 0.13 3.28 -0.95 0.40
H -0.66 -3.49 -5.20 0.46
H -0.54 -1.00 -5.33 0.42
C -3.25 -0.61 3.05 -0.31
H -0.17 0.96 -5.33 0.43
C -0.58 -2.91 -4.30 -0.40
C -0.48 -1.53 -4.39 -0.80
H -0.65 -4.66 -2.98 0.44
C -0.45 -2.82 -1.92 0.10
C 0.40 0.84 2.32 -1.25
C 0.07 2.88 -4.37 -0.50
H -0.06 1.73 1.90 0.42
C 0.17 3.56 -3.14 -0.72
H 0.30 4.63 -3.09 0.43
C 0.32 -0.76 2.33 -0.91
H 0.37 -1.65 1.69 0.48
H -3.27 2.56 1.88 0.46
H -3.22 3.07 4.32 0.39
H 1.46 1.05 2.31 0.40
C -0.18 0.75 -3.26 0.77
N -0.29 -1.48 -2.03 -0.21
C 0.06 2.83 -1.98 0.08
H 0.18 3.42 -5.27 0.50
C -3.33 -0.37 4.41 -0.51
Se -3.22 0.06 0.26 0.13
H -0.47 -3.24 -0.90 0.41
N -0.09 1.49 -2.08 -0.27
C -0.31 -0.77 -3.24 0.82
H -0.01 0.77 3.31 0.29
C -3.24 2.03 3.95 -0.59
H -3.13 1.14 5.92 0.45
C -0.08 1.50 -4.42 -0.66
H -0.52 -0.96 2.98 0.24
I 3.45 -0.11 -0.45 -0.19
H -3.42 -1.60 2.65 0.45
H 1.26 -0.75 2.84 0.28
C -3.13 0.95 4.85 -0.30

***

18
Properties=species:S:1:pos:R:3:mulliken_charge:R:1 method="wB97M-V/def2-TZVPD" e_above_lowest_kcal_mol=5.2 e_homo_ev=-9.64 total_charge=0 orbital_gap_ev=10.5346 spin_multiplicity=1 e_lumo_ha=0.033
H 2.34 0.12 1.59 0.35
N -0.42 1.15 -0.92 -0.21
C -0.20 0.54 0.28 0.44
H 0.25 1.00 -1.66 0.25
C 1.61 -0.69 1.54 -1.37
H -0.48 -1.56 -1.14 0.37
C 0.83 -0.58 0.23 0.63
H 1.55 -0.37 -0.58 0.21
H -2.26 1.48 -1.91 0.28
H -1.35 2.96 -1.46 0.28
H 0.93 -0.58 2.40 0.28
H -2.13 1.96 -0.20 0.30
O -0.88 0.75 1.27 -0.65
H 0.53 -2.74 -0.27 0.39
C -1.61 1.94 -1.16 -0.83
C -0.02 -1.80 -0.17 -1.39
H -0.85 -1.94 0.53 0.33
H 2.15 -1.64 1.63 0.36

***

24
Properties=species:S:1:pos:R:3:mulliken_charge:R:1 method="wB97M-V/def2-TZVPD" e_above_lowest_kcal_mol=25.6 e_homo_ev=-10.27 total_charge=0 orbital_gap_ev=10.8061 spin_multiplicity=1 e_lumo_ha=0.020
C 1.88 1.73 0.50 -0.65
H -2.20 1.58 -0.83 0.37
C 3.38 1.17 2.40 0.54
H 0.05 1.97 -0.62 0.29
C -1.93 -0.22 -1.86 -0.57
O 4.32 0.95 3.05 -0.48
O -1.74 -3.72 -2.79 -0.46
H -0.16 2.25 1.13 0.30
H -3.46 0.48 -0.49 0.38
C -1.66 0.07 0.68 -0.70
H 0.27 -0.52 -0.09 0.24
H 0.27 -0.13 1.61 0.36
H -0.87 -0.04 -2.07 0.30
H -2.11 0.67 1.48 0.33
N -2.12 -1.63 -1.69 -0.30
H -2.48 0.11 -2.76 0.43
H 2.33 1.00 -0.20 0.34
C -0.16 0.21 0.63 -0.59
C -2.35 0.52 -0.61 -0.74
H 2.25 2.73 0.27 0.40
C -1.90 -2.67 -2.30 0.57
C 0.35 1.63 0.38 -0.41
H -1.81 -1.01 0.83 0.33
N 2.34 1.41 1.82 -0.26

***

13
Properties=species:S:1:pos:R:3:mulliken_charge:R:1 method="wB97M-V/def2-TZVPD" e_above_lowest_kcal_mol=49.7 e_homo_ev=-9.32 total_charge=0 orbital_gap_ev=8.4660 spin_multiplicity=1 e_lumo_ha=-0.031
H -3.08 -1.00 -0.02 0.33
O 1.84 0.77 -0.03 -0.39
H 1.09 -2.41 0.00 0.38
N -2.18 -1.41 0.02 -0.60
C 0.44 0.79 -0.07 0.35
N -1.74 0.96 0.04 -0.55
C 2.26 -0.50 0.04 -0.11
C 1.26 -1.36 0.12 -0.75
C 0.07 -0.50 -0.14 0.72
H 3.34 -0.49 -0.05 0.42
H -0.51 2.73 -0.11 0.34
C -1.35 -0.43 -0.07 0.30
C -0.71 1.68 0.12 -0.44

***

62
Properties=species:S:1:pos:R:3:mulliken_charge:R:1 method="wB97M-V/def2-TZVPD" e_homo_ev="-12.25 / -12.25" total_charge=+1 orbital_gap_ev="9.8683 / 2.2800" spin_multiplicity=2 e_lumo_ha="-0.088 / -0.366"
Cl -39.39 -1.11 -4.85 -0.10
C -39.14 0.61 -4.58 0.43
O -39.65 3.59 -5.43 -0.53
H -41.77 3.75 -3.74 -0.27
H -41.00 7.16 -7.90 0.42
C -36.84 5.58 -2.41 -1.30
H -38.84 5.23 -3.19 0.26
H -38.54 7.50 -7.00 0.29
H -40.93 7.07 -6.12 0.23
P -38.39 4.34 -5.64 1.03
H -37.70 1.92 -7.45 0.25
C -37.88 4.73 -3.09 0.14
H -31.83 -2.51 -10.77 0.37
C -31.43 -2.35 -9.77 -1.15
Cl -44.07 3.79 -3.21 -0.12
C -33.40 2.03 -6.63 -0.42
O -37.46 3.87 -6.92 -0.32
C -42.43 4.53 -3.35 0.67
O -30.90 -0.76 -7.98 -0.32
H -32.12 -2.96 -9.20 0.30
C -40.56 6.64 -7.05 -1.02
H -38.12 3.82 -2.55 0.32
Cl -42.48 6.00 -4.35 -0.13
H -35.84 5.23 -2.67 0.31
H -33.86 2.77 -7.28 0.32
C -31.14 -0.94 -9.38 -0.23
P -32.27 -0.41 -7.15 1.12
H -30.49 -2.90 -9.70 0.29
H -38.99 3.16 -7.96 0.43
H -36.92 6.62 -2.70 0.33
H -29.67 -3.03 -4.54 0.36
H -41.08 5.68 -7.00 0.33
H -37.56 2.67 -10.14 0.40
H -36.16 3.12 -9.20 0.25
C -31.37 -1.58 -4.88 -0.32
H -34.06 0.71 -5.05 0.50
H -32.87 2.65 -5.91 0.28
H -35.17 2.04 -5.37 -0.04
C -37.94 2.91 -7.84 -0.12
H -37.58 4.21 -9.51 0.27
C -29.94 -2.07 -4.98 -0.97
H -36.96 5.49 -1.33 0.40
H -30.22 -0.64 -9.89 0.36
H -32.03 -2.38 -5.22 0.32
Cl -41.86 4.96 -1.71 -0.14
Cl -37.40 0.88 -4.13 -0.12
O -38.56 5.93 -5.86 -0.34
H -31.99 -0.34 -9.69 0.26
O -32.53 1.23 -7.44 -0.41
C -37.24 3.20 -9.24 -1.13
Cl -40.25 1.25 -3.35 -0.08
H -31.60 -1.50 -3.82 0.34
H -29.21 -1.38 -4.56 0.27
C -39.00 6.51 -7.04 0.13
H -38.58 5.89 -7.83 0.04
H -39.42 1.13 -5.50 -0.07
O -37.38 4.37 -4.34 -0.15
C -34.47 1.34 -5.83 -0.76
H -34.98 0.63 -6.48 0.39
H -29.81 -2.13 -6.06 0.20
O -31.66 -0.39 -5.59 -0.32
O -33.31 -1.49 -7.36 -0.70

***

35
Properties=species:S:1:pos:R:3:mulliken_charge:R:1 method="wB97M-V/def2-TZVPD" e_above_lowest_kcal_mol=0.0 e_homo_ev=-7.77 total_charge=0 orbital_gap_ev=8.3149 spin_multiplicity=1 e_lumo_ha=0.020
C -0.95 -3.87 -1.64 -0.70
C 0.03 1.34 0.57 0.49
H -0.68 1.56 2.56 0.38
C -0.06 -0.28 -0.98 0.16
O -2.11 -0.90 1.71 -0.40
C -0.12 0.93 -1.63 -1.24
C 1.41 3.96 1.28 0.51
C -0.07 1.95 -0.66 -0.58
C 0.14 3.44 1.91 -0.95
H 1.30 -1.11 -3.10 0.48
C 0.24 -0.98 1.41 -1.01
H -0.21 1.07 -2.69 0.53
H -1.59 -4.64 -1.23 0.40
H 0.45 -1.95 0.95 0.63
H -0.11 3.00 -0.85 0.50
N 0.03 -0.02 0.37 0.14
C -0.96 -1.16 2.33 0.61
H -0.72 3.84 1.37 0.38
C 0.67 -1.89 -2.70 -0.62
H -0.19 -5.11 -3.21 0.38
H 0.12 3.83 2.93 0.40
H 2.02 5.41 0.19 0.35
C -0.17 -4.14 -2.75 -0.40
C 0.63 -3.14 -3.28 -0.64
H 1.23 -3.34 -4.16 0.38
H -1.56 -2.40 -0.21 0.52
C 0.14 1.92 1.94 -0.35
O 2.50 3.47 1.39 -0.58
O -0.89 -1.51 3.47 -0.60
C -0.10 -1.61 -1.56 0.34
C -0.92 -2.62 -1.05 -0.09
H 1.08 1.59 2.40 0.34
O 1.19 5.08 0.57 -0.45
H 1.10 -0.70 2.03 0.33
H -2.86 -1.03 2.31 0.35

***

28
Properties=species:S:1:pos:R:3:mulliken_charge:R:1 method="wB97M-V/def2-TZVPD" e_above_lowest_kcal_mol=29.9 e_homo_ev="-7.13 / -11.10" total_charge=+1 orbital_gap_ev="3.9550 / 4.3490" spin_multiplicity=5 e_lumo_ha="-0.117 / -0.248"
C -1.34 0.18 -1.15 -0.61
C 1.22 2.47 3.80 -0.68
H 1.63 2.22 4.77 0.37
H 2.21 -1.60 1.94 0.17
H 0.06 4.08 -0.45 0.18
H -0.14 -1.76 -1.13 0.62
H 1.32 -2.84 0.34 0.16
C 0.28 2.94 1.24 0.71
H -2.26 -0.06 -0.57 0.52
C 0.61 4.04 2.09 -0.64
P 0.94 -2.06 1.50 -0.16
H 0.58 -3.08 2.43 0.18
H 1.03 0.37 3.13 0.17
C 0.87 1.44 2.92 0.07
H -2.05 2.09 -2.14 0.53
H -0.26 2.39 -0.69 0.09
N 0.03 3.14 -0.08 -0.28
C -0.34 -0.78 -1.62 0.21
H -0.23 1.52 -4.13 0.41
H 1.08 -0.74 -3.35 0.44
C -1.36 1.25 -2.18 -0.64
N 0.30 1.69 1.73 -0.26
C 1.05 3.79 3.38 -0.37
H 1.29 4.62 4.05 0.39
H 0.57 5.04 1.66 0.27
C 0.25 -0.28 -2.82 -0.64
Pd -0.25 -0.21 0.93 0.23
C -0.44 0.93 -3.22 -0.43

***

25
Properties=species:S:1:pos:R:3:mulliken_charge:R:1 method="wB97M-V/def2-TZVPD" e_above_lowest_kcal_mol=14.6 e_homo_ev="-2.24 / -3.74" total_charge=-1 orbital_gap_ev="4.6528 / 4.6251" spin_multiplicity=5 e_lumo_ha="0.089 / 0.033"
C -2.43 -0.97 -0.06 -0.89
C 1.82 -0.57 -1.25 -0.68
C -1.96 1.14 -0.94 -0.49
H 0.90 1.47 -1.64 0.59
C 1.26 0.77 -0.89 -0.04
C 2.95 0.17 0.66 -0.21
H -2.19 0.82 1.29 0.58
C -2.39 -1.08 -1.49 -0.23
H 3.42 -1.80 -0.29 0.42
C -2.07 0.19 -2.04 -0.61
H 1.73 -0.98 -2.26 0.45
S -0.10 1.23 2.73 -0.44
H -2.52 -2.02 -2.02 0.36
C -2.21 0.41 0.29 -0.32
C 2.06 1.20 0.30 -0.92
N -0.01 -0.17 5.16 -0.65
H -2.55 -1.80 0.61 0.48
C 2.86 -0.87 -0.31 -0.62
Cl 0.16 -2.11 0.53 -0.50
C -0.07 0.39 4.11 0.32
H -1.95 0.44 -3.10 0.35
H -1.72 2.20 -1.02 0.42
H 3.58 0.16 1.56 0.38
Ir -0.45 -0.35 -0.76 0.71
H 1.86 2.13 0.83 0.54

***

52
Properties=species:S:1:pos:R:3:mulliken_charge:R:1 method="wB97M-V/def2-TZVPD" e_above_lowest_kcal_mol=56.7 e_homo_ev=-8.33 total_charge=0 orbital_gap_ev=9.0289 spin_multiplicity=1 e_lumo_ha=0.026
C -2.99 -1.63 -1.37 -0.40
C -0.32 -0.23 0.68 0.48
O -3.09 -1.46 2.13 -0.67
H 3.62 1.19 -5.76 0.24
O -1.43 1.64 -2.13 -0.68
H -3.36 -3.76 -1.70 0.41
C -2.82 -3.11 -1.02 -0.69
H 4.58 2.02 -1.55 0.50
H 2.38 0.19 -4.96 0.32
C 1.50 1.81 -0.18 -0.43
H 0.97 1.95 0.75 0.73
C -3.35 -3.18 0.41 -0.57
C 2.88 2.01 -0.26 0.69
H 0.83 1.08 -3.41 0.53
H 1.68 -2.61 2.94 0.45
H 3.91 2.61 2.76 0.28
H -4.43 -3.38 0.44 0.29
C 3.09 2.40 2.07 -0.65
C 1.13 -1.94 2.30 -0.92
H 0.52 -1.31 -0.95 0.61
H 0.28 -0.89 3.95 0.47
H -2.84 0.75 1.04 0.37
H -1.77 -3.38 -1.03 0.23
C 2.80 1.54 -2.63 0.75
C 1.21 -2.06 0.93 -1.18
C 3.52 1.87 -1.49 -0.64
C -2.57 0.42 0.03 -1.49
H 1.84 -2.83 0.48 0.45
C 0.80 1.45 -1.32 -0.48
H -3.06 1.02 -0.73 0.54
H -3.95 -1.43 -1.86 0.40
O 3.67 2.33 0.79 -0.49
N -2.95 -0.96 -0.09 0.27
C 2.85 1.17 -4.98 -0.81
C -0.39 -0.08 2.07 0.40
C -0.67 1.23 -1.26 0.70
C 0.33 -0.96 2.87 -0.50
H -2.22 1.76 4.01 0.30
C -3.11 -1.79 0.96 0.46
H 2.35 3.21 2.13 0.32
H -2.86 -3.93 1.03 0.33
C 0.48 -1.21 0.12 -0.11
H 2.61 1.46 2.35 0.21
H -2.19 -1.25 -2.02 0.18
C 1.43 1.33 -2.55 -0.77
C -1.53 0.93 3.90 -1.03
H -2.04 -0.01 4.13 0.40
H -0.68 1.08 4.57 0.34
N -1.14 0.58 -0.16 0.39
O -1.14 0.95 2.54 -0.40
O 3.53 1.45 -3.78 -0.46
H 2.09 1.93 -5.20 0.33

***

15
Properties=species:S:1:pos:R:3:mulliken_charge:R:1 method="wB97M-V/def2-TZVPD" e_above_lowest_kcal_mol=69.8 e_homo_ev=-14.33 total_charge=+1 orbital_gap_ev=9.2069 spin_multiplicity=1 e_lumo_ha=-0.188
O 1.13 1.85 2.01 -0.47
C -0.88 1.43 0.50 -0.03
C 0.04 -0.41 2.21 -0.51
H -0.99 1.17 -2.08 0.30
H 1.50 0.09 0.64 0.50
H 0.88 -0.86 2.79 0.39
C 0.59 -0.39 0.50 -0.98
H -1.31 -0.59 -1.58 0.36
C -0.50 0.26 -1.60 -0.85
H 0.65 -1.28 0.01 0.53
N -0.27 0.60 -0.20 0.17
H -1.58 2.07 0.05 0.46
S -0.17 1.38 2.29 0.40
H 0.42 -0.01 -2.04 0.37
H -0.79 -1.15 2.32 0.36

***

20
Properties=species:S:1:pos:R:3:mulliken_charge:R:1 method="wB97M-V/def2-TZVPD" e_above_lowest_kcal_mol=64.6 e_homo_ev=-8.04 total_charge=0 orbital_gap_ev=8.9786 spin_multiplicity=1 e_lumo_ha=0.034
C 1.95 1.84 0.98 -1.10
H 1.06 -1.58 1.60 0.29
H 2.57 1.39 1.71 0.34
H -2.72 -1.25 -2.81 0.33
H -2.21 -2.24 -0.49 0.17
C 1.49 -1.10 0.69 -0.93
C -1.49 0.11 1.37 -0.43
N -1.74 -1.44 -0.99 -0.30
H 1.41 2.66 1.28 0.38
H -1.02 -1.86 -2.95 0.21
P 0.74 0.63 0.30 0.24
H 2.57 2.21 0.18 0.34
H -1.30 -0.50 -0.34 0.06
H -1.18 -1.01 1.35 0.24
H -2.57 0.28 1.54 0.30
C -1.74 -1.23 -2.33 -0.75
H 2.60 -0.85 0.78 0.38
H 1.25 -1.72 -0.27 0.26
N -0.67 0.97 1.08 -0.28
H -1.48 -0.19 -2.48 0.25